Density functional theory data (the ωB97M-V functional and the def2-TZVPD basis) for a molecular structure, C2H2AlFO at a distorted geometry.

Geometry as XYZ:
```
7
Properties=species:S:1:pos:R:3:forces:R:3
C -0.370582 -0.003398 -0.338355 -5.6457 -0.0069 -0.0090
C -1.675348 -0.109825 -0.202691 0.0216 1.0235 -1.8195
O 0.807584 0.012625 -0.363425 2.3498 -0.0715 -0.6342
H -2.060205 -1.105822 -0.486539 -0.1783 0.1058 0.6524
F -2.467715 0.954212 -0.307898 0.7930 -1.1894 0.6524
Al 2.237070 0.102215 0.457216 2.1976 0.1090 0.9275
H 3.529198 0.149991 1.241690 0.4621 0.0294 0.2303
```
Forces are in eV/Å.

Output
Charge ... +2
HOMO level ... -20.674 eV
Energy relative to the best compared isomer or geometry (same formula, charge and spin) ... 257.5 kJ/mol
2S+1 ... 1


Density functional theory data (the ωB97M-V functional and the def2-TZVPD basis) for C2H2Br2O3 in the gas phase at a distorted geometry.

Geometry as XYZ:
```
9
Properties=species:S:1:pos:R:3:forces:R:3
C 0.572960 -0.536554 -0.264558 1.1660 -5.2491 -1.7528
C -0.172671 0.942369 0.577181 -3.3167 1.0303 2.8288
O -0.397077 -0.500402 0.682541 -0.4818 1.8225 -0.0415
O 0.817036 0.787445 -0.305328 0.9554 1.1500 -2.3676
O 0.050517 -1.367217 -1.574846 2.6692 2.0395 2.4638
Br 0.414266 1.614099 2.322183 0.0390 0.0265 -0.2446
Br -1.692389 -1.404646 -1.750631 -1.5292 0.1223 -0.2708
H 1.482711 -1.148178 -0.015174 -0.8740 0.4183 -0.6051
H -1.075354 1.613084 0.328632 1.3721 -1.3604 -0.0101
```
Forces are in eV/Å.

Output
Charge ... 0
HOMO level ... -9.827 eV
Energy relative to the best compared isomer or geometry (same formula, charge and spin) ... 165.3 kJ/mol
2S+1 ... 1


Density functional theory data (the ωB97M-V functional and the def2-TZVPD basis) for C2H2Br2S2 in the gas phase at a distorted geometry.

Geometry as XYZ:
```
8
Properties=species:S:1:pos:R:3:forces:R:3
S 0.457706 -1.972797 -1.072368 0.0596 0.0115 -0.1330
C 0.083325 -0.312172 -1.106071 -0.2506 1.1945 -2.0387
Br -0.276619 0.641613 -3.146042 0.3620 -1.3201 2.1697
C 0.127063 0.643178 -0.188077 -0.1148 0.1547 0.1684
S -0.184269 2.330217 -0.545608 0.0791 0.0456 0.1540
Br 0.500541 0.186254 1.625795 -0.0950 0.0547 -0.3332
H -0.799280 -2.422275 -1.202644 -0.0704 -0.0267 -0.0139
H -0.083507 2.758892 0.721256 0.0300 -0.1143 0.0268
```
Forces are in eV/Å.

Output
Charge ... 0
HOMO level ... -9.279 eV
Energy relative to the best compared isomer or geometry (same formula, charge and spin) ... 101.3 kJ/mol
2S+1 ... 1


Density functional theory data (the ωB97M-V functional and the def2-TZVPD basis) for 2 unconnected molecules or ions with the total composition C2H2Br3Cl3 at a distorted geometry.

Geometry as XYZ:
```
10
Properties=species:S:1:pos:R:3:forces:R:3
Br 4.558900 10.362040 -14.887300 0.1865 1.0170 0.7976
C 4.754750 11.924550 -13.687650 0.5899 0.0531 -0.0131
Br 4.964690 13.620460 -14.738820 -0.0996 -1.3220 0.8711
Br 6.199180 11.668310 -12.323770 -0.7475 0.1910 -1.1113
H 3.870360 12.003710 -13.055440 0.0772 0.0645 -0.5533
Cl 9.539300 12.563120 -18.322100 0.2730 -0.0875 -0.3577
C 8.952200 13.986760 -19.236810 -0.3935 -0.6489 1.3060
Cl 7.500610 13.479980 -20.155220 0.8534 0.5187 -0.2122
Cl 10.288430 14.796470 -20.070160 -0.8857 -0.3343 -0.0255
H 8.580070 14.575320 -18.398230 0.1463 0.5484 -0.7016
```
Forces are in eV/Å.

Output
Charge ... 0
HOMO level ... -10.522 eV
Energy relative to the best compared isomer or geometry (same formula, charge and spin) ... 46.2 kJ/mol
2S+1 ... 1


Density functional theory data (the ωB97M-V functional and the def2-TZVPD basis) for a molecular structure, C2H2Br6 at a distorted geometry.

Geometry as XYZ:
```
10
Properties=species:S:1:pos:R:3:forces:R:3
C -0.658472 1.135915 -1.274022 -0.8994 0.7540 -0.8575
Br -0.797713 0.767632 0.657364 -4.4598 9.7340 -6.5040
Br 0.951893 0.538784 -2.165888 0.2572 2.1599 -0.7726
Br -1.002400 2.978711 -1.707904 0.1385 0.3202 0.1021
H -1.482705 0.638000 -1.784737 0.2334 -0.3457 0.5627
C 0.426004 -1.061839 1.243642 4.3520 -5.1473 2.2719
Br 0.249288 -2.536173 2.451599 -0.4136 -1.1204 0.6456
Br 0.419343 -1.741122 -0.597766 -0.7472 -1.5793 2.2607
Br 2.251941 -0.370089 1.673728 -0.8252 0.3473 -0.5042
H -0.357178 -0.349818 1.503983 2.3641 -5.1228 2.7952
```
Forces are in eV/Å.

Output
Charge ... 0
HOMO level ... -9.050 eV
Energy relative to the best compared isomer or geometry (same formula, charge and spin) ... 528.0 kJ/mol
2S+1 ... 1


Density functional theory data (the ωB97M-V functional and the def2-TZVPD basis) for 2 unconnected molecules or ions with the total composition C2H2BrClF2 at a distorted geometry.

Geometry as XYZ:
```
8
Properties=species:S:1:pos:R:3:forces:R:3
C 1.615545 -0.799282 0.854561 -1.0772 1.1399 -2.0442
C -0.864772 0.665719 -0.810431 -4.7624 0.7268 -1.2403
F 2.886997 -0.851592 0.781987 1.1390 -0.3933 0.5927
F -1.280610 1.319560 -1.935539 0.7106 0.0330 -0.0775
Cl 1.015147 -1.470005 2.239900 -0.0473 -0.7692 1.4909
Br -2.541939 -0.005658 -0.003424 0.3057 -0.0654 0.1913
H -0.339276 -0.161596 -1.000107 2.2308 -2.8299 -0.9712
H -0.491093 1.302854 -0.126946 1.5008 2.1580 2.0582
```
Forces are in eV/Å.

Output
Charge ... 0
HOMO level ... -10.262 eV
Energy relative to the best compared isomer or geometry (same formula, charge and spin) ... 256.9 kJ/mol
2S+1 ... 1


Density functional theory data (the ωB97M-V functional and the def2-TZVPD basis) for 2 unconnected molecules or ions with the total composition C2H2BrI at a distorted geometry.

Geometry as XYZ:
```
6
Properties=species:S:1:pos:R:3:forces:R:3
C 0.832312 -0.760647 0.014811 -3.1604 5.7255 1.2810
C -0.747050 0.655657 -0.205532 3.2179 -1.8394 1.8731
Br 2.435717 0.134904 0.161409 -0.0716 -0.4029 -0.1318
I -2.629601 -0.039862 0.174930 -0.1469 -0.2141 -0.2094
H 0.677604 -1.554896 -0.606035 -0.0557 -2.1217 -1.6910
H -0.568981 1.564844 0.460415 0.2167 -1.1474 -1.1219
```
Forces are in eV/Å.

Output
Charge ... 0
HOMO level (alpha / beta) ... -8.590 / -8.839 eV
Energy relative to the best compared isomer or geometry (same formula, charge and spin) ... 468.5 kJ/mol
2S+1 ... 1


Density functional theory data (the ωB97M-V functional and the def2-TZVPD basis) for C2H2BrNO2 in the gas phase at a distorted geometry.

Geometry as XYZ:
```
8
Properties=species:S:1:pos:R:3:forces:R:3
C -0.149474 0.146945 0.427366 0.4642 -1.3650 -1.5516
C 0.117481 0.996428 -0.762251 -0.4726 0.5755 2.0875
N 0.045098 -1.244321 0.425886 0.3172 0.5586 -0.2752
O 0.631552 -1.742375 -0.526908 0.3265 0.1434 -1.1708
O -0.303770 -1.902492 1.393168 -0.5797 0.1468 0.9138
Br -0.320781 2.778885 -0.706715 0.0687 -0.5384 -0.0574
H -0.363343 0.499800 1.351273 -0.7540 1.1813 2.6138
H 0.343237 0.467131 -1.601820 0.6297 -0.7021 -2.5601
```
Forces are in eV/Å.

Output
Charge ... 0
HOMO level (alpha / beta) ... -7.996 / -10.853 eV
Energy relative to the best compared isomer or geometry (same formula, charge and spin) ... 0.0 kJ/mol
2S+1 ... 3


Density functional theory data (the ωB97M-V functional and the def2-TZVPD basis) for 2 unconnected molecules or ions with the total composition C2H2BrO2S at a distorted geometry.

Geometry as XYZ:
```
8
Properties=species:S:1:pos:R:3:forces:R:3
C -0.471479 0.630140 1.072459 0.3592 0.1617 1.6365
C -0.874661 -0.271393 -0.012147 -1.7116 -1.6208 -1.9867
O 0.669417 1.301226 0.811848 -1.6154 0.2347 2.0719
O -1.068310 0.676193 2.119974 0.0602 0.3418 -0.1362
S -0.023264 -0.490008 -1.366351 0.2449 0.1544 0.0367
Br 2.862584 -1.993334 -2.586264 -0.2655 0.0842 0.1460
H -1.858437 -0.830061 0.023270 1.2018 0.8139 0.7899
H 0.764151 0.977237 -0.062789 1.7265 -0.1699 -2.5580
```
Forces are in eV/Å.

Output
Charge ... -1
HOMO level ... -4.047 eV
Energy relative to the best compared isomer or geometry (same formula, charge and spin) ... 47.4 kJ/mol
2S+1 ... 1


Density functional theory data (the ωB97M-V functional and the def2-TZVPD basis) for 2 unconnected molecules or ions with the total composition C2H2Cl2N2S at a distorted geometry.

Geometry as XYZ:
```
9
Properties=species:S:1:pos:R:3:forces:R:3
S -1.441708 -2.638807 0.140028 -0.1412 -0.8123 -0.1359
N -1.191972 -1.164184 0.733016 -0.2975 0.3781 -0.5041
N -1.128678 -0.015699 0.256571 -0.8363 1.8289 -1.6846
Cl -1.438855 0.137360 -1.416083 -0.1134 -0.4918 0.2479
H -1.015542 -0.918489 1.683184 0.1966 -1.1307 1.6346
C 1.657838 1.564174 -0.983013 -1.2684 -4.1193 6.1947
C 1.422977 0.883884 0.023547 1.4194 3.3248 -4.6940
Cl 1.397482 0.056360 1.377717 0.7287 -0.9097 1.9782
H 1.738459 2.095401 -1.814969 0.3121 1.9320 -3.0368
```
Forces are in eV/Å.

Output
Charge ... 0
HOMO level (alpha / beta) ... -9.242 / -9.243 eV
Energy relative to the best compared isomer or geometry (same formula, charge and spin) ... 416.6 kJ/mol
2S+1 ... 1


Density functional theory data (the ωB97M-V functional and the def2-TZVPD basis) for 2 unconnected molecules or ions with the total composition C2H2Cl2O2S at a distorted geometry.

Geometry as XYZ:
```
9
Properties=species:S:1:pos:R:3:forces:R:3
C 0.433881 0.348401 -0.013310 0.6272 2.3407 -1.4873
C -2.740729 0.384348 -2.163807 -0.7115 0.3797 -0.2435
O 1.341999 2.644019 0.186758 -0.1372 0.1239 -1.1755
O -1.608834 0.202459 -2.417298 -0.3991 0.2006 0.1415
S 0.798636 1.686803 -0.814995 0.3314 -0.0871 2.1009
Cl -3.629395 1.918817 -2.306533 0.7701 -0.3213 -0.0203
Cl -3.881735 -0.826186 -1.650318 0.3102 -0.2769 0.0766
H 0.542522 0.196365 0.982040 0.8002 0.5201 3.1546
H 0.025009 -0.478324 -0.389844 -1.5913 -2.8797 -2.5469
```
Forces are in eV/Å.

Output
Charge ... 0
HOMO level ... -9.696 eV
Energy relative to the best compared isomer or geometry (same formula, charge and spin) ... 163.2 kJ/mol
2S+1 ... 1


Density functional theory data (the ωB97M-V functional and the def2-TZVPD basis) for 2 unconnected molecules or ions with the total composition C2H2Cl2O2S at a distorted geometry.

Geometry as XYZ:
```
9
Properties=species:S:1:pos:R:3:forces:R:3
C -1.641812 -0.790672 -0.879628 -0.2558 -0.4705 0.7981
C 1.586418 1.377412 0.383920 1.2702 -0.7217 -0.7912
O -0.602176 -1.555583 1.403411 0.1026 0.6610 2.0577
O 0.900716 1.768560 -0.486259 -0.3005 -0.1593 0.6428
S -1.160971 -1.972623 0.153122 -0.5544 0.6073 -3.2837
Cl 2.618904 2.372147 1.368460 -0.3499 0.2621 0.2058
Cl 2.042434 -0.327877 0.629406 -0.4627 0.6850 -0.1046
H -1.821378 -1.127821 -1.898798 -0.2043 -0.2709 0.2880
H -1.922139 0.256455 -0.673637 0.7548 -0.5929 0.1870
```
Forces are in eV/Å.

Output
Charge ... 0
HOMO level ... -9.822 eV
Energy relative to the best compared isomer or geometry (same formula, charge and spin) ... 144.7 kJ/mol
2S+1 ... 1